327
Properties=species:S:1:pos:R:3:forces:R:3 method="wB97M-V/def2-TZVPD" e_lumo_ev=0.4 relative_energy_kcal_mol=0.00 fmax_ev_per_a=2.7
O 0.0293 -0.3690 4.3914 0.14 0.40 -0.66
H -0.1010 0.2995 3.6814 0.12 -0.41 0.52
H 0.7468 -0.9194 4.0286 -0.24 0.16 0.04
O 0.4272 -5.3232 -0.5768 -0.43 -0.16 -0.23
H 0.0568 -4.4562 -0.7962 0.06 0.10 -0.04
H -0.2395 -5.9271 -0.9503 0.24 0.14 0.11
O 1.4670 -2.0530 2.5468 0.04 -0.15 0.03
H 2.2383 -2.5300 2.2106 0.49 0.31 -0.24
H 0.9369 -2.7954 2.8659 -0.49 -0.25 0.14
O -1.9125 4.0273 -1.2269 -0.21 0.06 -0.06
H -1.8163 4.8805 -1.6673 -0.03 -0.18 0.03
H -2.8221 3.7244 -1.4386 0.29 0.05 0.07
O -2.2629 -6.5979 -2.0228 -0.66 0.95 0.10
H -2.6764 -7.4544 -2.0082 0.12 -0.83 0.03
H -3.0771 -6.0339 -2.0601 0.56 -0.04 -0.20
C 4.3275 0.3672 -0.3393 -0.87 -0.39 -0.48
O 3.6970 1.5669 0.0047 -0.54 -0.51 0.57
C 4.5953 2.6169 0.1672 -2.15 1.53 0.31
C 3.6630 3.8451 0.5126 1.47 -1.02 0.85
N 2.6753 4.0944 -0.4636 -1.47 0.83 -2.04
C 1.6258 5.0877 -0.1512 0.66 0.33 0.89
C 1.9939 6.5777 -0.2993 0.46 -1.68 1.49
O 2.8366 6.8840 0.8212 -0.48 0.44 -0.65
C 3.2179 8.2479 0.8033 0.34 -0.47 0.40
H 3.5306 -0.3848 -0.3630 0.22 -0.03 0.00
H 5.0650 0.0670 0.4113 0.25 0.04 -0.23
H 4.7057 0.4804 -1.3634 0.52 -0.37 0.20
H 5.0043 2.8416 -0.8035 1.02 0.07 -0.35
H 5.3226 2.3849 0.9681 -0.03 0.39 -0.40
H 4.3201 4.7059 0.5355 0.04 0.34 0.62
H 3.1800 3.6337 1.4818 0.48 0.24 0.18
H 2.1813 3.2692 -0.7576 0.25 -0.45 0.08
H 1.3217 4.9359 0.9051 -0.11 0.31 -0.20
H 0.7330 4.9360 -0.7436 -0.04 -0.49 -0.39
H 1.0830 7.1630 -0.2340 -0.28 0.30 -0.09
H 2.5111 6.7563 -1.2228 0.30 0.19 -0.66
H 3.5954 8.4411 1.8110 0.07 0.29 -0.21
H 2.3684 8.9075 0.5943 0.03 -0.02 0.00
H 4.0155 8.4066 0.0647 -0.14 0.17 0.07
C 2.3934 -3.5599 -4.1977 1.01 0.48 -0.92
O 3.2793 -2.6188 -4.8240 0.58 -1.05 1.45
C 2.6387 -1.7471 -5.6827 0.17 -0.47 -0.49
C 3.6778 -0.8533 -6.3420 -0.13 -1.40 0.21
N 4.7547 -1.6796 -6.9319 -0.67 0.21 -0.09
C 5.7399 -0.8594 -7.5597 1.47 -0.44 -1.34
C 6.7542 -1.7003 -8.3907 -0.80 -1.04 0.73
O 7.8859 -0.9352 -8.4835 2.00 1.69 -0.07
C 9.0237 -1.4703 -9.1462 -1.04 -0.55 -0.73
H 1.9984 -4.2610 -4.9580 -0.01 0.20 0.36
H 1.6027 -2.9965 -3.7186 -0.48 -0.13 0.32
H 3.0039 -4.1028 -3.4755 -0.26 -0.01 0.02
H 1.8662 -1.1997 -5.1539 -0.23 0.54 0.07
H 2.1554 -2.3807 -6.4330 -0.23 0.25 -0.50
H 4.1079 -0.1614 -5.6254 -0.27 0.48 0.16
H 3.0879 -0.3752 -7.1200 0.50 0.55 -0.28
H 5.2643 -2.1784 -6.2139 -0.61 -0.26 0.34
H 6.4246 -0.3394 -6.8669 -0.53 0.37 0.01
H 5.2755 -0.1730 -8.2662 -0.05 0.34 0.26
H 6.3945 -1.9964 -9.3859 -0.25 0.09 0.08
H 7.0036 -2.6302 -7.8457 -0.35 -0.01 -0.01
H 9.4323 -0.7234 -9.8440 -0.12 -0.14 0.36
H 8.6500 -2.3211 -9.7415 0.53 0.09 -0.03
H 9.8175 -1.8293 -8.4797 -0.30 0.17 0.17
C 3.9339 5.6822 3.9607 0.10 -0.15 -0.24
O 5.2396 5.5447 4.4799 -0.35 0.32 -0.23
C 6.2251 5.4627 3.4876 -0.17 -0.86 -0.40
C 7.5435 5.4061 4.1795 1.06 -0.87 -0.04
N 8.5849 5.0810 3.2051 0.89 1.04 -0.30
C 8.9770 3.6926 3.0283 -0.04 -0.14 -0.02
C 9.7377 3.0850 4.1980 -0.18 -0.91 0.66
O 10.8794 3.8680 4.4898 -0.81 0.39 -0.63
C 11.5765 3.5262 5.6601 -0.81 -1.13 -0.68
H 3.2812 5.7004 4.8190 -0.43 -0.47 0.16
H 3.7417 4.8690 3.2440 -0.32 0.06 0.35
H 3.7340 6.6158 3.4333 0.48 0.24 -0.19
H 6.1559 6.2576 2.7410 0.09 0.47 0.26
H 6.1590 4.5498 2.8581 -0.45 -0.05 0.36
H 7.5880 4.6352 4.9574 -0.72 0.10 0.22
H 7.7408 6.3479 4.6770 0.23 0.25 -0.02
H 9.4146 5.6229 3.4346 -0.14 -0.21 -0.23
H 9.6339 3.5924 2.1668 0.06 0.39 -0.24
H 8.0858 3.1136 2.7480 0.17 -0.13 0.44
H 10.0196 2.0291 4.0370 0.20 0.20 -0.58
H 9.0798 2.9536 5.0625 -0.07 0.63 0.44
H 10.9018 3.4581 6.5116 -0.08 0.39 0.34
H 12.3118 4.3004 5.7508 0.60 0.02 0.47
H 11.9697 2.5023 5.5381 0.49 0.36 0.14
C -0.3325 -9.4033 -11.7647 0.22 -0.32 1.71
O -0.1203 -8.8232 -10.4557 -0.06 0.22 -0.57
C -0.2398 -7.3937 -10.4729 0.69 -0.64 -0.40
C 0.4325 -6.7662 -9.2567 -0.85 -0.21 -0.04
N 0.1025 -5.3619 -9.2741 -0.29 1.49 1.02
C 0.5699 -4.5649 -8.0999 -0.68 -0.88 0.02
C -0.2919 -4.7086 -6.8203 1.86 -1.36 -0.71
O -0.0183 -6.0273 -6.3237 0.79 0.93 -1.03
C -0.6718 -6.3244 -5.1628 -0.70 -0.05 1.32
H 0.4673 -9.1607 -12.4527 0.14 0.52 -0.28
H -1.3118 -9.0933 -12.1160 -0.11 -0.12 -0.41
H -0.2651 -10.4944 -11.6237 -0.37 0.42 -0.01
H -1.2835 -7.0653 -10.5965 0.16 -0.14 0.28
H 0.3226 -7.0416 -11.3364 -0.04 0.24 -0.47
H 1.5179 -6.9443 -9.2781 -0.16 -0.26 0.18
H -0.0404 -7.1553 -8.3592 0.43 -0.36 0.11
H 0.5073 -4.9041 -10.0687 0.12 0.02 -0.55
H 0.5034 -3.5050 -8.3437 0.34 0.00 -0.32
H 1.6113 -4.8765 -7.8779 -0.33 0.52 0.29
H -1.3502 -4.6222 -7.0161 -0.47 0.35 -0.12
H 0.0958 -3.9814 -6.0986 -0.44 0.17 0.08
H -0.2233 -7.2236 -4.7501 -0.22 -0.24 -0.01
H -1.7397 -6.4548 -5.3610 -0.24 -0.26 0.21
H -0.5897 -5.5570 -4.3725 0.14 0.08 -0.25
C 3.4500 2.2077 -3.8065 -1.18 0.69 -0.32
O 2.6031 1.0835 -3.8729 0.19 -0.50 0.87
C 1.5761 1.1173 -2.8256 0.08 0.85 -2.47
C 0.4078 1.9941 -3.4457 1.27 -0.18 1.83
N -0.2847 1.5339 -4.6246 0.00 -0.23 -0.20
C -1.1444 0.3546 -4.4275 1.46 -0.37 1.61
C -1.9570 -0.0118 -5.6222 0.12 -0.14 0.47
O -1.0448 -0.5630 -6.5358 0.43 0.32 0.10
C -1.6562 -0.9967 -7.7052 -0.14 0.04 -0.26
H 3.8547 2.3754 -2.8057 0.25 -0.15 -0.04
H 2.8403 3.0845 -4.0643 0.28 0.29 0.21
H 4.1974 2.1659 -4.5860 0.41 -0.42 0.03
H 2.0029 1.5695 -1.9201 -0.31 -0.26 -0.08
H 1.3332 0.0772 -2.6859 -0.26 -0.29 0.36
H 0.9216 2.9566 -3.5955 -0.47 -0.15 -0.51
H -0.2622 2.2057 -2.6196 -0.69 -0.04 0.03
H 0.4108 1.3640 -5.3513 -0.31 -0.15 0.09
H -1.7532 0.5164 -3.5282 -0.26 0.35 -0.34
H -0.5326 -0.5470 -4.1196 -0.44 0.52 -0.55
H -2.4712 0.8735 -5.9888 -0.04 0.22 -0.44
H -2.7288 -0.7500 -5.3507 0.10 -0.01 -0.02
H -2.0940 -0.1524 -8.2527 -0.23 -0.16 0.01
H -2.4090 -1.7403 -7.4313 -0.27 -0.10 -0.41
H -0.8972 -1.4429 -8.3387 0.07 -0.16 -0.05
C 3.5639 0.7036 3.4359 -0.13 -0.72 0.54
O 4.1447 0.9015 4.7078 0.68 -0.38 0.01
C 4.1574 2.2603 5.0410 -0.06 0.01 0.61
C 4.5223 2.3777 6.5359 -0.68 0.39 -0.32
N 4.4104 3.7726 7.0186 -0.36 -0.76 -1.67
C 4.8418 4.0223 8.3437 0.29 -0.41 1.25
C 6.3374 4.1241 8.6140 0.37 0.51 -1.85
O 6.7578 5.2153 7.7613 -1.67 -1.24 0.50
C 8.0939 5.4551 7.8575 0.82 -0.16 0.86
H 2.4791 0.7936 3.5873 0.07 0.02 -0.67
H 3.8284 -0.3199 3.1491 -0.30 0.12 -0.12
H 3.9540 1.3874 2.6754 -0.14 0.15 0.06
H 3.1393 2.6397 4.8449 0.26 0.39 0.37
H 4.8449 2.7701 4.3747 0.34 0.47 -0.13
H 5.4741 1.8913 6.7972 0.16 0.20 -0.50
H 3.7634 1.7095 6.9723 0.01 0.47 0.51
H 4.6962 4.4631 6.3167 0.26 -0.47 0.50
H 4.4678 3.1750 8.9432 -0.19 0.55 0.23
H 4.4588 4.9887 8.6816 -0.43 -0.22 0.14
H 6.8816 3.2155 8.3001 -0.08 0.12 0.16
H 6.6079 4.3688 9.6423 -0.25 -0.10 0.23
H 8.3402 5.6883 8.9138 0.40 -0.03 -0.40
H 8.2465 6.2984 7.2362 0.71 0.97 -0.52
H 8.7057 4.6137 7.4964 0.05 0.03 0.12
C -8.3233 -1.4673 -4.0064 0.16 -0.90 -0.20
O -7.2391 -0.9226 -3.2807 -0.23 0.05 -0.42
C -6.8560 -1.6164 -2.1013 -0.27 0.47 0.02
C -5.5613 -0.9924 -1.6115 -0.33 -0.45 -0.09
N -5.7803 0.3879 -1.1978 -0.21 -0.37 0.51
C -4.6241 0.9611 -0.5703 1.33 -1.21 0.21
C -4.6835 2.3817 -0.1399 0.12 0.70 -0.03
O -4.6183 3.2392 -1.2871 -0.02 -0.14 -0.25
C -5.1379 4.5458 -1.0188 0.17 -1.11 -0.26
H -9.2921 -1.4904 -3.4809 0.44 -0.25 0.41
H -8.0467 -2.4748 -4.4054 -0.39 0.39 0.52
H -8.5369 -0.8651 -4.8768 0.38 0.52 -0.23
H -6.7486 -2.6967 -2.2419 0.10 -0.04 -0.35
H -7.6382 -1.4666 -1.3446 0.10 -0.04 0.06
H -4.7747 -1.1095 -2.3723 -0.07 0.21 -0.28
H -5.2165 -1.6518 -0.8023 -0.13 0.54 0.36
H -6.1139 0.9485 -1.9658 0.04 0.02 -0.26
H -3.7160 0.8367 -1.1962 -0.04 0.20 -0.13
H -4.3648 0.3520 0.3233 -0.35 0.26 -0.21
H -3.8107 2.5900 0.5095 -0.34 0.02 -0.08
H -5.5998 2.5949 0.4121 -0.11 -0.02 0.14
H -4.6871 4.8725 -0.1086 0.16 0.61 0.85
H -6.2196 4.4517 -0.9047 -0.03 0.46 -0.13
H -4.8136 5.1975 -1.8277 -0.36 -0.01 -0.08
C 3.8254 -3.6324 0.2571 -0.08 -0.63 0.45
O 3.9563 -3.0873 1.5606 -0.08 0.10 -0.54
C 4.9573 -3.7291 2.2907 0.35 0.28 1.35
C 5.0734 -3.0857 3.6792 1.52 -0.41 0.46
N 3.9480 -3.2646 4.5140 -2.01 -0.48 0.49
C 3.9740 -2.5850 5.8222 -0.06 -1.41 0.20
C 2.6888 -2.9012 6.5928 -0.77 0.04 -1.18
O 2.5859 -2.5177 7.9391 0.43 0.90 0.03
C 2.5948 -1.0954 8.0857 1.44 -0.07 0.61
H 3.1290 -2.9604 -0.2258 -0.05 -0.25 -0.60
H 3.4854 -4.6832 0.2849 -0.52 0.41 0.14
H 4.7872 -3.7384 -0.2434 0.23 0.71 -0.19
H 5.9519 -3.6059 1.8085 -0.53 -0.30 -0.03
H 4.6800 -4.8023 2.4224 0.42 0.48 -0.12
H 5.4032 -2.0290 3.7250 0.05 -0.13 -0.83
H 5.8939 -3.6553 4.1578 0.08 0.27 -0.17
H 3.0737 -3.1509 3.9936 0.33 0.35 0.58
H 4.1668 -1.5269 5.7472 0.16 0.58 -0.03
H 4.7264 -3.0896 6.4320 0.61 0.34 -0.16
H 2.5314 -3.9763 6.5305 0.06 -0.09 0.23
H 1.8680 -2.4433 6.0329 -0.33 0.09 -0.06
H 2.0423 -0.5694 7.3277 -1.07 0.00 -0.17
H 3.5938 -0.6562 7.9555 0.32 -0.44 -0.07
H 2.3635 -0.8286 9.1244 -0.60 -0.26 -0.41
C -9.1560 -6.0308 -2.2597 -0.97 -1.44 -0.85
O -7.8362 -5.7819 -2.0719 2.53 0.20 1.05
C -7.0121 -6.9778 -2.0124 -2.33 0.95 0.37
C -5.6273 -6.5562 -1.7539 0.89 0.19 -0.36
N -5.0364 -5.6606 -2.7693 0.21 -0.36 1.27
C -5.0887 -6.0882 -4.1594 0.34 -1.06 1.18
C -4.5874 -4.9823 -5.0042 1.72 -0.81 -0.64
O -5.4796 -3.9562 -4.9030 -0.83 0.89 0.21
C -5.1867 -2.8522 -5.7191 -0.35 -0.11 0.17
H -9.2007 -6.6479 -3.1674 -0.84 0.38 -0.42
H -9.7176 -5.1054 -2.3043 -0.02 0.12 -0.29
H -9.6069 -6.6773 -1.5083 -0.03 0.00 0.63
H -7.1951 -7.4959 -2.9445 0.20 -0.52 -0.28
H -7.3401 -7.5917 -1.1517 -0.07 -0.03 -0.41
H -5.0443 -7.4977 -1.6973 0.06 0.44 0.13
H -5.6719 -6.0671 -0.7626 0.58 -0.01 -0.57
H -5.3700 -4.7228 -2.6441 -0.41 0.30 -0.05
H -6.0707 -6.4108 -4.4947 -0.35 0.03 -0.08
H -4.4170 -6.9558 -4.1820 -0.05 0.01 -0.54
H -4.4216 -5.3063 -6.0476 -0.27 0.01 0.07
H -3.5847 -4.7070 -4.6264 -0.11 0.20 -0.06
H -6.0037 -2.1754 -5.5067 0.25 0.64 -0.04
H -5.2563 -3.1345 -6.7681 0.24 -0.05 -0.29
H -4.1926 -2.4347 -5.4937 -0.29 0.05 -0.05
C 0.6819 3.0096 3.1272 -0.08 0.64 -0.07
O 0.1322 1.9325 2.4544 -0.43 -1.65 -1.05
C -0.2812 2.1506 1.0924 -0.21 0.71 0.58
C -0.8217 0.8938 0.4728 -0.79 -0.49 0.32
N 0.2549 -0.0423 0.2057 -0.06 -1.25 0.10
C -0.2148 -1.4353 -0.0555 0.65 1.58 -1.05
C -1.0175 -1.4206 -1.3426 -0.65 0.05 0.57
O -1.0241 -2.7474 -1.8435 0.14 -0.09 0.07
C -2.1256 -3.1044 -2.6512 -0.01 -0.04 0.35
H 0.8952 2.6613 4.1292 -0.19 0.11 0.37
H -0.0504 3.8310 3.1195 0.32 0.17 0.27
H 1.6378 3.3501 2.7136 -0.12 0.03 -0.23
H 0.5593 2.5008 0.5048 0.42 0.08 -0.15
H -1.0292 2.9481 1.0790 -0.14 0.02 -0.03
H -1.4230 1.1068 -0.4278 0.80 0.40 -0.22
H -1.6569 0.4827 1.0818 0.54 -0.14 0.52
H 0.9232 -0.0856 0.9789 -0.42 0.18 -0.08
H -0.7489 -1.8849 0.7661 -0.31 -0.09 0.39
H 0.6471 -2.0464 -0.2981 0.37 -0.12 0.32
H -0.5865 -0.6823 -2.0205 0.26 -0.33 -0.20
H -2.0359 -1.0511 -1.1523 -0.19 -0.33 -0.03
H -2.0059 -4.1542 -2.9237 0.28 0.20 -0.35
H -2.1999 -2.4319 -3.5093 -0.07 -0.20 -0.23
H -3.0600 -3.0831 -2.0867 -0.20 0.33 0.16
C -6.5966 4.9146 7.7243 0.90 -0.18 0.43
O -5.9044 4.3708 6.6433 0.62 0.62 -0.65
C -6.4411 3.1778 6.1654 0.49 -0.44 0.32
C -5.5133 2.6285 5.1203 0.46 -0.81 0.09
N -4.1894 2.4161 5.7012 0.07 -1.03 -0.41
C -3.1219 2.1239 4.7238 -0.96 0.80 -0.60
C -3.3164 0.9924 3.7412 -0.73 0.43 0.06
O -3.6297 -0.2077 4.3531 -0.84 0.58 1.08
C -3.4586 -1.2603 3.4952 1.01 -0.44 -0.88
H -7.6585 5.0241 7.5303 -0.36 -0.07 0.00
H -6.1449 5.9007 7.8487 -0.23 -0.07 0.46
H -6.3980 4.2477 8.5887 -0.45 0.60 0.01
H -7.3972 3.4068 5.7267 -0.82 -0.30 -0.14
H -6.5048 2.4473 6.9970 -0.28 0.18 -0.30
H -5.4981 3.2540 4.2232 0.02 0.32 -0.14
H -5.9160 1.6505 4.8121 0.13 0.19 0.00
H -3.8763 3.2343 6.1956 -0.25 0.27 0.21
H -2.1979 2.0250 5.2696 0.42 0.13 0.02
H -3.1659 2.9709 4.0143 0.98 0.22 0.12
H -2.4630 0.9009 3.0450 0.15 0.10 0.55
H -4.1538 1.2761 3.1016 -0.36 0.08 -0.39
H -3.7316 -2.1625 4.0293 0.28 -0.31 -0.16
H -2.4015 -1.1611 3.2134 0.25 -1.16 -0.13
H -3.9914 -1.2234 2.5243 -0.48 0.33 0.40
C -1.5544 9.0046 2.4693 -0.13 -0.19 -0.03
O -2.0770 7.7731 2.0904 -0.93 0.69 -1.63
C -1.8513 6.7012 2.9138 -0.05 -1.23 -0.46
C -2.6826 5.5070 2.3753 1.58 -0.88 1.89
N -4.0523 5.3500 2.7610 -0.34 -0.20 0.73
C -4.8962 6.4425 2.3762 -0.55 0.10 -0.27
C -6.3407 6.0549 2.6529 0.19 1.23 -0.21
O -7.2651 7.0869 2.2553 -0.37 -0.85 0.66
C -8.5580 6.6530 2.7776 1.75 1.19 -0.35
H -1.9818 9.2606 3.4350 0.37 0.43 0.36
H -1.8585 9.7197 1.7253 -0.37 0.36 -0.22
H -0.4706 9.0064 2.4305 0.46 -0.08 0.53
H -2.1257 6.9318 3.9436 0.13 -0.05 0.39
H -0.7874 6.4261 2.8131 -0.03 -0.12 0.55
H -2.2208 4.6051 2.8221 0.26 0.28 -0.35
H -2.5096 5.4325 1.3224 -0.25 0.06 -0.88
H -4.1001 5.2669 3.7826 0.10 -0.20 -0.40
H -4.7564 6.5517 1.3173 -0.01 0.46 -0.66
H -4.5683 7.3618 2.8629 -0.48 0.36 -0.01
H -6.3956 5.8057 3.7251 -0.42 0.11 -0.07
H -6.6243 5.1985 2.0674 0.24 -0.87 -0.12
H -8.8218 5.6886 2.3608 -0.13 -0.34 0.26
H -9.3040 7.3872 2.5518 -0.33 0.42 -0.48
H -8.3812 6.7115 3.8373 -0.63 -0.77 0.73
C -7.7247 -3.8000 0.4558 0.31 -0.28 -0.52
O -6.3216 -3.9396 0.2722 -0.07 0.74 0.88
C -5.6411 -4.0303 1.5431 0.08 -0.83 -1.53
C -4.1664 -3.9411 1.1928 0.68 0.99 -0.19
N -3.2852 -4.5741 2.1473 -2.11 -0.35 1.19
C -1.8760 -4.4119 2.0530 0.59 -0.39 0.13
C -1.1864 -4.5330 3.4578 -0.44 -2.08 -0.80
O 0.2399 -4.5549 3.4137 -0.39 0.11 -0.67
C 0.7822 -5.7924 2.8527 -0.62 0.96 1.32
H -8.0451 -4.5841 1.1510 -0.40 -0.06 -0.22
H -8.1374 -3.9300 -0.5594 -0.16 0.01 0.72
H -8.0173 -2.8297 0.8828 0.23 -0.04 -0.13
H -5.8706 -5.0113 1.9334 0.00 -0.63 0.40
H -6.0318 -3.3305 2.2644 0.15 0.70 0.16
H -3.8909 -2.8798 1.1093 0.02 -0.06 0.25
H -4.0513 -4.2726 0.1482 -0.07 -0.49 0.04
H -3.5728 -5.5394 2.3161 0.27 0.39 -0.11
H -1.7018 -3.4285 1.6430 0.31 0.29 -0.19
H -1.5347 -5.1759 1.3302 0.85 0.43 0.35
H -1.5125 -5.5172 3.8818 0.11 0.37 -0.30
H -1.5684 -3.8458 4.1980 0.29 0.85 -0.18
H 0.0242 -6.5483 3.0175 0.01 -0.48 -0.04
H 1.6334 -5.9765 3.4980 0.34 -0.33 -0.27
H 1.0230 -5.7480 1.8011 0.07 0.34 -0.29